Entry 1:
103
Properties=species:S:1:pos:R:3:forces:R:3:mulliken_charge:R:1 method="wB97M-V/def2-TZVPD" e_lumo_ev=-1.82 homo_energy_ev=-8.45 gap_ev=6.63
Ca 5.54611 -16.03379 30.01432 0.0 0.5 -0.4 1.56
C 4.04811 -10.40622 29.04307 -1.2 -0.4 0.9 0.51
F 3.59997 -9.16658 29.30318 0.9 0.0 0.2 -0.22
F 3.57981 -10.65909 27.80658 1.0 -0.5 0.2 -0.21
F 5.38626 -10.50604 29.14927 -0.9 0.5 -0.7 -0.17
S 3.26217 -11.55007 30.32520 -3.3 0.6 0.4 1.01
O 3.78304 -12.86842 30.04832 1.9 -1.3 0.1 -0.59
O 3.52491 -10.92699 31.61440 0.9 -0.4 -0.7 -0.61
O 1.82283 -11.57077 30.02418 0.8 0.7 -0.3 -0.66
C 9.32544 -12.22231 26.54781 0.5 -1.5 1.1 0.52
F 9.44598 -13.32509 25.67145 -0.1 2.5 1.1 -0.23
F 10.41935 -11.40703 26.47874 -1.6 -1.3 -0.4 -0.18
F 8.20619 -11.54645 26.29261 1.0 -0.3 -0.4 -0.19
S 9.20566 -13.00652 28.32682 1.5 -3.7 3.1 0.93
O 7.81786 -13.55408 28.46665 1.0 1.1 -0.9 -0.54
O 10.18587 -14.16082 28.41447 -1.7 2.3 -1.5 -0.71
O 9.58422 -12.02382 29.35015 -0.9 0.4 -1.7 -0.53
C 4.87486 -6.73257 33.53056 -1.0 0.0 0.1 -0.46
O 5.86115 -5.81658 33.99676 0.3 -0.5 -0.6 -0.53
H 4.20759 -7.07234 34.32263 0.2 -0.2 0.3 0.21
H 4.18755 -6.33445 32.78411 0.1 0.7 -0.1 0.30
H 5.25929 -7.61210 33.01406 0.8 0.1 0.4 0.18
H 5.59503 -5.32691 34.77842 -0.4 -0.3 -0.1 0.30
C -0.52506 -13.52306 26.13694 -1.2 -0.5 1.3 -0.57
C -0.23580 -12.18734 25.50315 -1.6 -0.2 1.6 -0.24
O 0.86649 -12.17090 24.67422 0.3 -0.2 -0.3 -0.48
O 0.36688 -14.05221 27.11110 1.3 -0.4 -0.7 -0.45
H -0.71613 -14.30065 25.39738 0.3 -0.1 -0.1 0.32
H -1.42975 -13.41250 26.73479 -0.7 0.3 -0.6 0.26
H -0.18284 -11.48408 26.33424 0.5 0.4 0.1 0.28
H -1.20430 -11.95415 25.06075 0.3 0.3 -1.0 0.31
H 1.43903 -12.75731 25.17413 0.9 0.0 -0.3 0.30
H 0.37230 -13.50915 27.90270 0.0 0.4 0.0 0.28
C 7.75823 -15.86652 33.50050 -0.5 1.6 1.7 -0.28
C 7.32201 -17.30802 33.48507 0.0 1.1 -0.3 -0.52
O 7.39674 -17.77806 32.14837 -1.0 -0.4 -0.9 -0.46
O 6.96329 -14.89307 32.74687 0.3 -2.2 -1.1 -0.44
H 8.83605 -15.89129 33.33994 0.0 0.7 -0.8 0.30
H 7.59965 -15.47821 34.50656 0.5 -0.5 0.5 0.33
H 6.31892 -17.39464 33.90270 -0.1 -0.4 -0.4 0.29
H 8.03091 -17.85940 34.10276 -0.2 0.0 0.2 0.33
H 8.28983 -18.07135 31.95350 0.1 0.0 0.0 0.28
H 7.06083 -14.01987 33.13365 0.1 0.1 0.0 0.26
C 10.46094 -7.68351 30.70481 -0.6 0.2 -2.1 -0.26
C 10.12685 -8.32981 31.97462 1.8 0.2 2.2 -0.51
O 10.97177 -9.49575 32.11408 -1.0 0.1 0.3 -0.51
O 9.73681 -8.33443 29.61587 0.3 1.4 0.4 -0.48
H 11.52207 -7.66377 30.45635 0.4 -0.9 0.5 0.22
H 10.34875 -6.60003 30.74460 -1.4 0.1 -0.4 0.35
H 9.09184 -8.46411 32.28898 -0.3 -0.5 -1.0 0.24
H 10.42724 -7.65532 32.77645 0.6 0.1 0.2 0.31
H 10.65129 -10.10924 31.44886 0.1 -0.5 0.0 0.37
H 9.82856 -9.28338 29.72844 0.0 -0.2 -0.2 0.30
C 5.32461 -16.69225 25.96725 -0.5 -1.8 0.6 -0.42
C 6.81323 -16.99855 26.25866 -0.4 1.7 0.9 -0.42
O 7.05862 -17.42740 27.62598 -1.0 -0.2 -0.1 -0.42
O 4.49760 -16.20704 27.01751 0.9 1.3 2.1 -0.37
H 4.83166 -17.66358 25.92700 0.4 -0.4 -1.8 0.34
H 5.20117 -16.00222 25.13255 0.4 -0.6 -0.4 0.32
H 7.39553 -16.08060 26.17879 0.1 0.0 -0.5 0.25
H 7.14168 -17.77473 25.56746 0.0 0.2 -0.1 0.34
H 7.95027 -17.78177 27.59501 0.2 0.1 0.4 0.25
H 3.63449 -16.02997 26.63635 -0.1 0.2 0.1 0.23
C -4.03935 -12.01622 30.52397 -0.6 -1.8 0.0 -0.43
C -3.21629 -13.29006 30.90648 -0.2 1.9 -1.3 -0.32
O -2.12607 -13.01896 31.73455 0.1 -0.4 0.8 -0.49
O -3.50663 -11.20380 29.47935 0.2 -0.2 0.9 -0.49
H -4.34271 -11.51210 31.44154 0.4 0.5 -0.1 0.32
H -4.95197 -12.46641 30.13337 -0.4 0.2 -0.2 0.27
H -2.89420 -13.69894 29.94879 0.1 -0.4 -0.2 0.22
H -3.91221 -13.99703 31.35816 0.3 0.0 0.4 0.33
H -1.49993 -12.44021 31.29343 0.0 0.1 -0.2 0.28
H -3.35360 -10.32879 29.84339 0.2 0.1 -0.1 0.31
C -1.29604 -8.43733 36.22508 -1.4 -1.4 -0.1 -0.53
C -0.48712 -8.50995 34.91457 0.6 -0.3 0.3 -0.15
O 0.04965 -9.84893 34.56562 -1.5 1.1 1.3 -0.52
O -2.67827 -8.96413 36.02285 1.4 0.9 0.4 -0.54
H -1.42417 -7.44203 36.65061 -0.2 0.5 -1.1 0.32
H -0.84837 -8.87771 37.11601 0.3 -0.9 -0.4 0.31
H 0.30446 -7.76803 35.01973 0.4 -0.2 -0.1 0.26
H -1.16632 -8.13575 34.14857 0.0 -0.3 -0.3 0.26
H 0.83023 -9.85626 34.00682 0.0 0.7 -0.1 0.29
H -2.64390 -9.91793 35.91943 0.3 -0.1 0.0 0.31
C 3.47513 -19.38289 31.02712 -1.6 0.1 -1.9 -0.56
C 2.50939 -18.35904 31.68608 2.1 -1.2 0.0 -0.33
O 3.20160 -17.11315 31.91559 0.0 -0.5 -0.4 -0.42
O 3.85054 -18.84250 29.76480 1.7 2.0 -0.8 -0.41
H 2.91816 -20.18629 30.54499 -0.7 -0.9 2.0 0.40
H 4.34363 -19.75586 31.56998 -0.2 0.4 0.4 0.27
H 2.32330 -18.80280 32.66412 -0.9 0.1 0.0 0.36
H 1.65903 -18.18714 31.02620 -0.1 -0.2 0.3 0.29
H 2.63550 -16.70574 32.57525 0.3 0.8 0.1 0.24
H 3.81287 -19.52900 29.09481 0.2 0.2 0.0 0.25
C 6.26731 -11.50175 37.80062 0.5 0.7 0.9 -0.41
C 6.13902 -10.70055 36.51477 -0.8 -1.5 0.3 -0.29
O 5.44860 -11.51749 35.58477 -0.4 0.2 -0.4 -0.48
O 5.10898 -11.28444 38.66793 0.9 0.2 -1.1 -0.52
H 7.20676 -11.11650 38.19699 -0.1 0.3 1.0 0.29
H 6.49839 -12.56145 37.69243 -0.5 -0.1 -0.6 0.28
H 7.10014 -10.46183 36.05941 0.2 0.3 0.5 0.31
H 5.54522 -9.82124 36.76440 0.2 0.3 -0.1 0.28
H 5.07809 -10.90770 34.94252 -0.2 -0.3 -0.4 0.26
H 5.14608 -11.83715 39.45199 0.3 -0.1 -0.1 0.29

***

Entry 2:
12
Properties=species:S:1:pos:R:3:forces:R:3:mulliken_charge:R:1 method="wB97M-V/def2-TZVPD" e_lumo_ev=0.67 smiles="O/N=C(/CF)NS" homo_energy_ev=-9.06 gap_ev=9.74
C -0.34136 0.04698 -0.04695 0.5 0.9 -0.3 0.62
C -0.49961 -1.45032 -0.09808 0.5 0.0 0.0 -0.35
H 2.72444 -0.43545 1.07308 0.0 -0.1 -0.1 0.14
H 0.97326 1.61483 0.23089 0.0 0.7 -0.1 0.29
H 0.04736 -1.87649 0.76450 -0.3 -0.1 -0.4 0.28
H -0.10677 -1.85231 -1.04728 0.1 0.1 0.4 0.28
H -1.81537 2.46251 -0.47816 0.1 0.7 0.2 0.37
N 0.93903 0.64198 0.04542 -1.0 -1.9 0.0 -0.30
N -1.39545 0.75876 -0.14894 0.6 -0.8 0.4 -0.46
O -1.03238 2.10977 -0.04650 -0.7 0.3 -0.5 -0.40
F -1.83218 -1.77653 -0.03872 0.1 -0.1 0.2 -0.28
S 2.33901 -0.24371 -0.20925 0.2 0.2 0.2 -0.19

***

Entry 3:
15
Properties=species:S:1:pos:R:3:forces:R:3:mulliken_charge:R:1 method="wB97M-V/def2-TZVPD" e_lumo_ev=1.02 smiles=CC.CN homo_energy_ev=-9.48 gap_ev=10.49
C -1.37182 1.12999 -0.24673 0.4 0.0 0.0 -0.61
C -0.85471 2.27099 0.62208 0.2 0.2 0.0 -0.88
H -1.01948 1.25634 -1.28043 -0.3 0.0 0.2 0.26
H -0.96781 0.16792 0.09533 -0.2 0.2 0.0 0.07
H -2.46341 1.09525 -0.21698 0.1 -0.1 -0.2 0.31
H -1.30388 3.22211 0.33949 -0.1 0.0 0.0 0.28
H 0.22050 2.41185 0.50703 0.1 -0.1 0.0 0.28
H -1.05404 2.10911 1.68224 0.0 0.0 0.0 0.28
C 1.58942 -1.61476 -0.53284 0.3 -0.7 -0.5 -0.57
N 1.02552 -2.64126 0.34948 -0.6 0.2 -0.1 -0.60
H 1.98003 -2.09585 -1.43020 0.0 -0.2 0.0 0.31
H 0.88217 -0.86930 -0.90244 0.1 0.3 0.4 0.11
H 2.47579 -1.20551 -0.05854 -0.2 0.5 0.1 0.29
H 0.20877 -3.04786 -0.10736 0.3 0.0 0.1 0.23
H 0.65294 -2.18902 1.17991 0.1 -0.1 0.0 0.24

***

Entry 4:
11
Properties=species:S:1:pos:R:3:forces:R:3:mulliken_charge:R:1 method="wB97M-V/def2-TZVPD" e_lumo_ev=0.35 homo_energy_ev=-9.16 gap_ev=9.50
C -0.35900 -0.08221 0.04074 -0.5 0.1 0.5 0.73
N -0.37742 -1.43664 -0.34092 0.3 -0.1 -0.1 -0.53
C 0.70284 0.49032 1.38680 1.5 0.1 -0.8 -0.93
O -1.19900 0.82946 -0.61969 0.5 0.1 -0.1 -0.51
C 1.23167 0.45606 0.13666 -0.6 0.5 2.0 0.58
O 2.10794 0.61935 -0.66912 -0.8 -0.5 -0.3 -0.54
H -0.70046 1.23475 -1.34331 -0.1 0.0 0.0 0.34
H -0.71510 -0.09780 1.16931 0.2 0.1 -1.1 0.13
H 0.23201 -1.62683 -1.12629 -0.1 0.0 0.0 0.24
H -1.30858 -1.79710 -0.49904 0.1 0.1 0.0 0.25
H 0.38511 1.41065 1.86484 -0.4 -0.2 -0.1 0.25

***

Entry 5:
18
Properties=species:S:1:pos:R:3:forces:R:3:mulliken_charge:R:1 method="wB97M-V/def2-TZVPD" e_lumo_ev="1.55 / 2.40" homo_energy_ev="-4.92 / -5.24" total_charge=-1 gap_ev="6.47 / 7.64"
N 1.16106 1.98641 0.74798 0.5 1.6 -2.1 -0.60
S -0.52220 1.79417 0.63951 -4.6 2.2 -0.3 0.72
O -0.93467 3.17533 1.07082 1.2 -1.6 0.3 -0.57
O -1.66372 1.48587 -0.44331 4.6 2.4 1.4 -0.40
S 2.24013 0.81989 0.78336 -0.3 2.3 -3.2 1.40
O 1.27375 -0.26618 0.95977 1.7 -0.8 4.0 -0.58
O 3.44880 1.64177 0.98484 -0.4 -1.7 1.7 -0.67
C 3.18810 -0.46263 -0.30848 -0.6 0.6 -1.1 0.63
F 2.40773 -1.46149 -0.75871 0.3 0.1 -0.1 -0.24
F 3.67288 0.14172 -1.38261 0.6 0.3 -0.6 -0.25
F 4.18078 -1.02713 0.36266 0.3 0.0 0.4 -0.24
Tl -0.26570 -1.63997 0.49817 -2.5 -3.1 -0.5 0.59
F -1.29871 -1.55208 -1.70169 1.2 -1.6 -1.4 -0.61
C -3.42199 -0.96236 -0.29558 0.4 0.5 0.1 -0.64
O -2.09432 -0.49684 -0.43272 -2.5 -1.3 1.6 -0.25
H -3.66967 -1.72529 0.45287 0.7 -0.3 0.3 0.22
H -3.94818 -0.07069 0.07639 -0.4 -0.1 -0.6 0.26
H -3.75407 -1.38049 -1.25328 -0.2 0.6 0.0 0.24

***

Entry 6:
58
Properties=species:S:1:pos:R:3:forces:R:3:mulliken_charge:R:1 method="wB97M-V/def2-TZVPD" e_lumo_ev=-2.00 homo_energy_ev=-6.20 gap_ev=4.20
C -0.39504 5.04641 3.10352 0.0 -0.6 0.3 -0.80
O -0.58776 3.76239 3.74083 0.0 0.1 -0.6 -0.42
C 0.08701 2.68525 3.26018 0.6 -0.1 0.0 0.79
C -0.25782 1.42221 3.80641 0.0 1.0 -0.2 -0.84
C 0.51585 0.32539 3.52476 0.8 -0.3 -0.3 -0.42
C 1.65896 0.41794 2.67111 -0.6 1.4 0.4 0.56
C 2.48787 -0.71769 2.43974 0.2 -0.7 0.3 -0.97
C 3.02913 -1.08985 1.18459 0.4 -0.4 -0.8 1.00
C 3.76546 -2.30908 1.08072 0.1 0.4 0.5 -0.78
C 4.46677 -2.63205 -0.06405 0.0 0.1 -0.4 -0.57
C 4.44378 -1.78508 -1.17980 0.1 -0.3 0.4 1.07
C 5.26925 -2.11342 -2.38444 0.2 0.0 -0.3 -1.49
C 3.62390 -0.64866 -1.15249 -0.2 0.1 0.2 -0.89
C 2.88417 -0.33283 -0.02330 0.3 0.0 0.2 -0.53
C 1.95096 1.68690 2.10171 -0.2 -0.7 -0.1 -0.64
C 1.16473 2.79575 2.35008 -0.6 0.2 0.5 -0.50
H -1.08528 5.70085 3.63562 0.1 0.0 -0.2 0.24
H 0.63894 5.39853 3.23202 -0.3 -0.1 0.0 0.30
H -0.64382 5.00531 2.03394 0.0 0.0 0.3 0.35
H -1.12103 1.37942 4.46800 0.2 -0.1 -0.1 0.40
H 0.25261 -0.64587 3.94456 0.1 0.3 0.0 0.42
H 2.55190 -1.45142 3.24336 -0.2 0.0 -0.2 0.33
H 3.79553 -2.97295 1.94476 0.1 0.2 -0.1 0.32
H 5.07560 -3.53741 -0.10553 -0.2 0.2 0.1 0.43
H 5.47090 -1.21133 -2.97250 0.0 -0.2 0.1 0.37
H 6.22761 -2.56804 -2.09985 -0.2 0.1 -0.1 0.35
H 4.74837 -2.82757 -3.03876 0.1 0.2 0.1 0.29
H 3.59101 -0.00946 -2.04016 -0.2 -0.2 0.3 0.36
H 2.18913 0.50510 -0.05357 0.3 -0.2 0.0 0.70
H 2.82611 1.78816 1.46044 -0.2 0.0 0.3 0.66
H 1.39570 3.75958 1.88736 0.0 -0.4 0.3 0.32
C 3.94661 4.67133 6.11465 0.0 -0.3 -0.1 -0.54
C 5.13492 4.08550 6.56258 -0.1 -0.2 0.0 -0.49
C 5.31264 2.69997 6.49438 -0.2 0.0 -0.2 -0.36
C 4.28810 1.90502 5.96591 -0.1 0.2 -0.3 -0.22
S 4.44208 0.10371 5.87309 -0.6 1.5 0.7 1.29
C 4.95203 -0.23210 4.26733 -0.3 0.4 -0.6 -0.81
C 5.69707 -1.39189 3.97284 0.5 -0.9 -0.3 1.00
C 6.39749 -1.49998 2.73089 -0.6 0.1 0.4 -0.48
C 7.02245 -2.68311 2.36333 0.0 -0.3 0.2 -0.54
C 6.99024 -3.80016 3.20971 -0.1 0.2 -0.2 -0.51
C 6.34314 -3.70669 4.45312 0.1 0.2 -0.1 -0.72
C 5.72710 -2.53014 4.84445 -0.1 0.1 -0.3 -0.43
O 5.45821 -0.18156 6.86252 0.0 -0.6 -0.2 -0.73
O 3.09325 -0.39779 6.06429 0.2 -0.3 0.1 -0.64
C 3.09038 2.48449 5.54863 0.1 0.0 -0.1 -0.30
C 2.92050 3.86795 5.60798 0.2 -0.1 0.1 -0.42
H 3.81181 5.75118 6.15636 0.1 -0.2 0.0 0.38
H 5.93360 4.70469 6.97248 -0.2 -0.1 -0.1 0.36
H 6.22854 2.23404 6.85425 -0.2 0.1 -0.1 0.43
H 4.93741 0.62954 3.60712 0.2 -0.1 0.1 0.57
H 6.39381 -0.62281 2.07762 0.1 -0.3 0.1 0.36
H 7.52991 -2.74560 1.39815 -0.1 0.0 0.3 0.43
H 7.45734 -4.73701 2.90545 -0.1 0.3 0.1 0.37
H 6.32407 -4.56732 5.12496 0.0 0.2 -0.2 0.38
H 5.24513 -2.47696 5.82310 0.1 0.0 -0.4 0.38
H 2.29349 1.83607 5.19034 0.1 0.1 0.0 0.44
H 1.98060 4.30374 5.26921 0.2 0.0 0.1 0.42